1.
Below is a cluster of 2 separate species, C20H23N3O3 in total at a distorted geometry, with properties calculated with ωB97M-V with the def2-TZVPD basis set.

Structure (XYZ):
```
49
Properties=species:S:1:pos:R:3
C -8.64204 -1.67082 -2.28944
O -9.02360 -1.04373 -1.05677
C -8.06940 -0.29521 -0.41054
C -8.52160 0.67131 0.49280
C -7.62211 1.49464 1.17830
C -6.24793 1.34554 0.96934
C -5.77476 0.37196 0.08379
C -4.37258 0.20359 -0.13811
C -3.18746 0.04308 -0.35171
C -1.79484 -0.15009 -0.60580
C -0.89316 -0.05898 0.45632
C 0.46485 -0.23913 0.22554
C 0.87050 -0.50713 -1.07909
C -0.08411 -0.59474 -2.09961
C 0.35149 -0.88965 -3.50261
N -1.39082 -0.41584 -1.85922
C -6.68316 -0.44239 -0.59840
H -7.96843 -2.51290 -2.10193
H -9.53269 -2.05357 -2.79600
H -8.14848 -0.95767 -2.95826
H -9.58956 0.78303 0.65006
H -7.99126 2.24666 1.86966
H -5.54571 1.98381 1.49688
H -1.26032 0.15280 1.45457
H 1.17327 -0.17179 1.04449
H 1.92129 -0.65129 -1.30267
H 1.09330 -1.69287 -3.50982
H -0.50434 -1.20224 -4.10815
H 0.79060 0.00427 -3.95336
H -6.28545 -1.18892 -1.27567
C 6.34288 -1.61274 0.97853
N 5.07532 -1.17009 1.55838
C 4.47776 0.02855 1.50610
O 3.36040 0.13136 1.99258
C 5.12245 1.27972 0.87377
N 6.58792 1.37501 0.89928
C 7.30574 1.47814 2.01734
C 8.79887 1.63349 1.84830
O 6.81727 1.44418 3.13618
H 6.36033 -2.70301 0.93222
H 7.17304 -1.28244 1.60564
H 6.46029 -1.21846 -0.03167
H 4.54140 -1.85815 2.06795
H 4.79555 1.32189 -0.16408
H 4.71241 2.14971 1.38803
H 7.07574 1.42412 0.02117
H 9.00511 2.52512 1.25942
H 9.25184 1.73790 2.83372
H 9.20420 0.75396 1.35254
```

The value obtained for the relative energy (zero: lowest compared OMol25 entry of this formula, charge and spin) is 77.9 kcal/mol. As for the HOMO-LUMO gap: 8.4 eV. As for the total charge: 0. Its HOMO energy is -8.10 eV. Its molar mass is 353.42 g/mol.



2.
Below is the molecule C20H23N3O3, with properties calculated with ωB97M-V with the def2-TZVPD basis set.

Structure (XYZ):
```
49
Properties=species:S:1:pos:R:3
C -2.67414 1.02268 3.17356
C -3.47355 1.06686 1.89674
C -4.85795 0.99387 1.95097
C -5.58216 1.06981 0.77692
N -5.02782 1.22375 -0.42016
C -3.70141 1.31112 -0.49018
C -3.12077 1.49483 -1.86242
C -2.88657 1.22422 0.64330
C -1.40159 1.34552 0.47403
O -0.87422 2.34685 0.01574
N -0.68002 0.26285 0.85398
C 0.76059 0.22904 0.73307
C 1.21915 0.11813 -0.72418
C 0.82956 -1.20855 -1.36339
C 1.60227 -2.34759 -0.76095
C 1.05631 -3.62321 -0.66689
C 1.78212 -4.66936 -0.12294
C 3.06988 -4.44067 0.34133
C 3.61196 -3.16963 0.26470
C 2.88939 -2.11599 -0.28332
C 3.52693 -0.75150 -0.31843
N 2.65463 0.29388 -0.82880
C 3.23832 1.51969 -1.02015
O 4.42503 1.69144 -0.84265
C 2.32094 2.64343 -1.49285
O 3.08349 3.80683 -1.70654
H -1.85244 1.73902 3.15084
H -3.30736 1.26766 4.02388
H -2.24784 0.03338 3.34772
H -5.36777 0.88760 2.89966
H -6.66534 1.01165 0.79154
H -2.66118 2.47848 -1.95343
H -2.34462 0.75336 -2.06768
H -3.90823 1.39635 -2.60351
H -1.16809 -0.54835 1.19067
H 1.18469 1.13550 1.17359
H 1.13577 -0.61567 1.31444
H 0.72280 0.90567 -1.28487
H -0.24537 -1.37889 -1.26381
H 1.03207 -1.13974 -2.43592
H 0.04947 -3.79977 -1.02963
H 1.34584 -5.65781 -0.05866
H 3.64814 -5.24995 0.76785
H 4.61505 -2.99233 0.63775
H 3.87146 -0.49036 0.69029
H 4.42454 -0.77241 -0.93663
H 1.83922 2.33078 -2.42832
H 1.52762 2.80722 -0.75773
H 2.58119 4.56032 -1.38859
```

The value obtained for the relative energy (zero: lowest compared OMol25 entry of this formula, charge and spin) is 17.0 kcal/mol. As for the HOMO-LUMO gap: 9.4 eV. As for the total charge: 0. Its HOMO energy is -9.06 eV. Its molar mass is 353.42 g/mol.



3.
Below is the molecule C20H23N3O3S2 at a distorted geometry, with properties calculated with ωB97M-V with the def2-TZVPD basis set.

Structure (XYZ):
```
51
Properties=species:S:1:pos:R:3
C -1.57159 -5.29066 0.31898
O -2.69578 -4.57872 0.48756
C -2.87668 -3.35415 0.11979
C -2.16772 -2.55858 0.96727
N -2.26515 -1.10581 0.68388
C -1.36465 -0.68986 -0.06789
S 0.00097 -1.56126 -0.64758
C 0.90121 -0.60570 -1.69635
C 2.52282 -0.54287 -1.51211
O 3.28104 -1.27698 -2.21578
N 2.78175 0.29957 -0.41873
C 1.78284 0.81613 0.76130
C 2.58099 1.61705 1.43938
C 3.99820 1.10618 1.15183
C 5.21517 1.62969 1.83867
C 6.35276 1.02295 1.24889
C 6.41525 0.28356 0.25293
C 5.27146 -0.22941 -0.28316
C 3.96640 0.31341 0.20698
N -1.27499 0.65924 -0.85099
C -2.29348 1.50308 -0.45972
C -3.19948 1.06591 0.48262
C -3.35047 -0.00517 1.08238
O -4.22161 -0.54850 1.72866
S -4.38635 2.18344 0.69110
C -3.70901 3.47534 -0.55447
C -4.63488 3.19717 -1.93601
C -2.19828 3.00209 -0.90694
H -1.18512 -5.15859 -0.81835
H -0.94475 -4.85029 0.92019
H -1.74166 -6.30222 0.38338
H -3.86402 -3.21658 0.19303
H -2.50594 -3.08307 -0.97348
H -1.00003 -2.76355 1.23551
H -2.62429 -2.50060 2.12686
H 0.46352 0.48351 -2.13768
H 0.79587 -1.08544 -2.91333
H 1.04295 1.41923 -0.06603
H 1.12240 0.16570 1.16132
H 2.36868 1.75101 2.51580
H 2.52836 2.74886 1.01987
H 5.24195 2.19832 2.81225
H 7.16663 1.38655 2.11002
H 7.24609 -0.28248 -0.00183
H 5.20613 -1.00993 -1.16304
H -3.86891 4.51806 -0.09564
H -5.71946 3.45385 -1.44048
H -4.57652 2.01439 -2.08668
H -4.31628 3.79255 -2.54249
H -1.60566 3.53415 -0.16090
H -2.09067 2.95940 -1.99082
```

The value obtained for the relative energy (zero: lowest compared OMol25 entry of this formula, charge and spin) is 383.3 kcal/mol. As for the HOMO-LUMO gap: 7.6 eV. As for the total charge: 0. Its HOMO energy is -7.44 eV. Its molar mass is 417.56 g/mol.



4.
Below is the molecule C20H23N3O4S3 at a distorted geometry, with properties calculated with ωB97M-V with the def2-TZVPD basis set.

Structure (XYZ):
```
53
Properties=species:S:1:pos:R:3
C -6.19985 -0.72753 -2.03583
C -5.18418 -0.76521 -0.90151
C -4.99635 0.61564 -0.27620
C -4.08079 0.58422 0.94830
N -2.75598 0.07905 0.63520
C -1.83804 0.85584 0.03006
S -2.24579 2.51684 -0.33027
C -0.58599 3.12198 -0.71033
C 0.34523 2.83417 0.45607
O -0.01525 2.61934 1.58018
O 1.60677 2.89195 0.04902
C 2.61681 2.69219 1.04520
C 2.83188 3.94212 1.88548
N -0.64131 0.48014 -0.31653
C -0.30974 -0.78595 -0.01425
C -1.15853 -1.66061 0.62733
S -0.39135 -3.20722 0.85840
C 1.06496 -2.62530 0.04584
S 2.37353 -3.54093 -0.28100
N 0.90857 -1.31439 -0.31559
C 1.92994 -0.56872 -0.95464
C 1.70228 -0.01693 -2.20150
C 2.70587 0.69138 -2.83826
C 3.93975 0.82085 -2.22821
C 4.17144 0.28271 -0.97402
C 3.16141 -0.39981 -0.30369
O 3.24910 -0.89101 0.95432
C 4.51109 -0.93722 1.57817
C -2.47755 -1.26914 1.01076
O -3.31252 -1.93248 1.58174
H -6.31337 -1.71405 -2.47774
H -5.87998 -0.03662 -2.81320
H -7.17023 -0.40270 -1.66758
H -4.22755 -1.12636 -1.28714
H -5.51333 -1.46793 -0.13421
H -4.59269 1.30679 -1.01954
H -5.96390 1.00272 0.04716
H -4.49165 -0.09460 1.69984
H -3.97856 1.58761 1.37062
H -0.20847 2.65640 -1.61858
H -0.68057 4.19924 -0.85152
H 3.51174 2.43766 0.47485
H 2.32253 1.85031 1.67991
H 1.93313 4.17137 2.45239
H 3.65033 3.77607 2.57998
H 3.07473 4.78773 1.24639
H 0.74008 -0.15837 -2.66895
H 2.52979 1.12130 -3.81158
H 4.73621 1.35101 -2.72823
H 5.14134 0.40160 -0.51738
H 5.23029 -1.49442 0.97222
H 4.89516 0.06777 1.78270
H 4.35156 -1.46160 2.51856
```

The value obtained for the relative energy (zero: lowest compared OMol25 entry of this formula, charge and spin) is 0.0 kcal/mol. As for the HOMO-LUMO gap: 8.1 eV. As for the total charge: 0. Its HOMO energy is -7.75 eV. Its molar mass is 465.62 g/mol.